DFT (ωB97M-V/def2-TZVPD) results for a cluster of 11 separate species, C56H56N2O38P in total.

```
153
Properties=species:S:1:pos:R:3:mulliken_charge:R:1
C 4.2485 -0.2191 -3.0108 -1.4284
C 4.0594 0.1501 -1.5139 0.8732
C 4.9164 1.3574 -1.1202 -0.7579
O 4.5221 2.4515 -1.9426 -0.2866
C 5.5084 3.4968 -2.0485 -0.9216
N 2.5873 0.4676 -1.4270 1.9650
H 2.1964 0.6434 -0.5036 -1.9468
H 2.3823 1.3654 -1.8598 0.7319
H 1.9535 -0.2265 -1.8147 -0.2836
H 3.8806 0.5159 -3.7278 0.3760
H 3.7078 -1.1411 -3.2319 0.1294
H 5.2697 -0.4192 -3.3371 0.4888
H 4.2572 -0.7732 -0.9729 -0.0992
H 5.9791 1.1143 -1.1426 0.6903
H 4.6548 1.5933 -0.0847 -0.0409
H 5.5864 4.0572 -1.1154 0.3099
H 5.0767 4.2710 -2.6864 0.3039
H 6.4187 3.2025 -2.5695 0.3188
C -2.8688 4.3765 1.1343 -1.4254
C -1.6563 4.1871 2.0776 1.0752
C -1.8343 4.6919 3.5191 -1.4169
O -0.6532 4.4712 4.2501 0.0295
C -0.7515 4.8916 5.6124 -0.8763
N -1.2498 2.7095 2.1241 1.8959
H -0.7447 2.4535 2.9708 0.6273
H -1.9599 1.9950 1.9700 -0.0397
H -0.5881 2.4180 1.3844 -1.5418
H -3.0514 5.4235 0.8825 0.4798
H -3.8179 4.0840 1.5865 0.4601
H -2.8107 3.8987 0.1607 -0.0608
H -0.9637 4.8387 1.5426 0.1988
H -2.5953 3.9799 3.8512 0.3980
H -2.1388 5.7306 3.3815 0.4493
H 0.1739 4.5925 6.1046 0.2054
H -1.5177 4.4904 6.2778 0.2862
H -0.8040 5.9808 5.5622 0.3671
P -0.2436 0.1178 0.2601 -1.0325
O 0.6157 -0.2041 1.4810 1.5642
O -1.7503 -0.0802 0.6515 0.5255
O 0.0543 -0.7670 -0.9965 2.3679
O 0.1212 1.6150 -0.0160 1.1473
C -6.1495 1.6472 -2.5455 -1.3421
C -5.9471 0.4172 -3.0675 0.6453
C -5.0871 -0.6237 -2.4548 0.5759
O -4.9374 -1.7686 -2.8559 -0.6563
C -4.3407 -0.0941 -1.2742 0.0545
C -4.3379 1.1947 -0.8931 0.6062
C -5.2473 2.2377 -1.5467 0.4756
O -5.1938 3.4204 -1.2735 -0.6067
O -3.6079 1.5977 0.2054 -0.6126
O -6.5603 0.0028 -4.1940 -0.6022
H -6.7558 2.3549 -3.0945 0.3544
H -3.7679 -0.8471 -0.7523 0.4603
H -2.8130 1.0221 0.2624 -0.4165
H -6.2969 -0.9176 -4.3358 0.3594
C 0.4230 -4.2035 -1.6507 0.2796
C 1.4230 -3.5557 -2.3169 -0.1128
C 2.4211 -4.2545 -3.2832 0.5454
O 3.3357 -3.7224 -3.8893 -0.6532
C 2.0498 -5.5811 -3.5399 -0.9742
C 0.9849 -6.1779 -2.9654 0.3786
C -0.0433 -5.5182 -2.1084 0.3014
O -1.0574 -6.1100 -1.7251 -0.7478
O 0.7363 -7.4545 -3.3559 -0.5776
O 1.6378 -2.2270 -2.2327 0.1287
H -0.1765 -3.6486 -0.9432 0.6326
H 2.6841 -6.2418 -4.1142 0.4161
H -0.1575 -7.7188 -3.1048 0.3370
H 1.0172 -1.7653 -1.6168 -0.7138
C 2.6705 3.6299 4.3534 -1.2337
C 2.8521 4.7748 3.6552 0.2077
C 3.1729 4.8277 2.1785 0.2123
O 3.4823 5.8448 1.6319 -0.6302
C 2.9788 3.5557 1.4909 -0.0737
C 2.7297 2.3979 2.1860 0.3087
C 2.8118 2.3099 3.6956 0.5073
O 2.7770 1.2308 4.2652 -0.5291
O 2.6831 1.2719 1.4557 -0.0239
O 2.9216 5.9733 4.2457 -0.5895
H 2.5457 3.6439 5.4267 0.6091
H 2.8798 3.5976 0.4148 0.7985
H 1.7801 0.8644 1.4367 -1.5558
H 3.0473 6.7426 3.6811 0.3475
C -2.7947 4.9531 -3.6535 -0.9493
C -3.0537 3.8713 -4.3305 0.1931
C -2.5347 2.5572 -3.8252 0.8524
O -2.8917 1.4464 -4.3124 -0.6845
C -1.6458 2.5771 -2.6705 0.9456
C -1.3973 3.7401 -2.0604 -0.2545
C -1.8446 5.0820 -2.5327 0.2621
O -1.5174 6.1161 -2.0008 -0.6123
O -0.5192 3.8261 -1.0274 -0.6662
O -3.8037 3.8509 -5.4685 -0.6393
H -3.1880 5.9284 -3.9120 0.4188
H -1.2957 1.6190 -2.3131 -0.1119
H -0.2428 2.9512 -0.6692 -0.0036
H -3.7773 2.9390 -5.7887 0.3436
C 3.7753 -1.7107 2.4391 -0.8163
C 3.3810 -2.3848 1.3361 0.7165
C 4.0697 -3.5703 0.8060 0.1024
O 3.7227 -4.3580 -0.0783 -0.5851
C 5.3907 -3.7777 1.3821 -0.6413
C 5.8611 -3.0539 2.4105 0.6979
C 5.0378 -2.0924 3.1923 -0.2296
O 5.2759 -1.8458 4.3677 -0.6033
O 7.1867 -3.1656 2.7068 -0.5298
O 2.3341 -1.9515 0.6064 1.0839
H 3.2218 -0.8582 2.8058 0.5666
H 6.0419 -4.5515 1.0019 0.4848
H 7.4776 -2.4777 3.3141 0.3174
H 1.7957 -1.3001 1.1053 -0.8499
C -0.1705 -0.7265 -4.2839 0.0472
C -1.1905 -1.5552 -3.9807 0.9918
C -1.8439 -2.5802 -4.9579 0.2633
O -2.7862 -3.3203 -4.9166 -0.5772
C -1.2447 -2.4194 -6.2649 -0.8585
C -0.2211 -1.5833 -6.5710 0.3408
C 0.4357 -0.6348 -5.5742 0.8988
O 1.3665 0.0795 -5.9038 -0.7471
O 0.2024 -1.4878 -7.8517 -0.5912
O -1.6868 -1.6785 -2.7449 -0.5432
H 0.2729 -0.1726 -3.4686 -0.2530
H -1.5689 -3.0799 -7.0573 0.4297
H 0.9299 -0.8551 -7.9023 0.3349
H -1.0691 -1.2741 -2.0982 -0.6892
C -1.6154 -3.2913 1.3981 0.7024
C -2.9479 -3.0799 1.6329 0.2699
C -3.9781 -4.1054 2.0312 0.3611
O -5.1706 -3.9225 2.3133 -0.6511
C -3.3739 -5.4598 2.1168 -0.8441
C -2.0380 -5.7033 1.9122 0.0743
C -1.0347 -4.6026 1.6071 0.8736
O 0.1597 -4.8580 1.6034 -0.7120
O -1.4761 -6.9346 1.9832 -0.6551
O -3.3801 -1.8068 1.6676 -0.7284
H -0.9062 -2.5251 1.1209 -0.2550
H -3.9059 -6.3918 2.2520 0.4603
H -0.5729 -6.8572 1.6468 0.3798
H -2.7009 -1.1414 1.4281 -0.1307
C -2.7410 -1.2181 5.8596 -0.5930
C -2.4081 -2.5000 5.5971 0.3803
C -1.1493 -2.9496 4.9120 0.1439
O -0.8222 -4.1269 4.8189 -0.6162
C -0.4883 -1.8041 4.1812 -0.2028
C -0.8401 -0.5221 4.3327 0.4242
C -1.9467 -0.0671 5.2960 0.4404
O -2.1981 1.0648 5.6795 -0.6048
O -0.1814 0.5273 3.8624 -0.2980
O -3.2986 -3.4494 5.9982 -0.5649
H -3.7358 -1.1952 6.2827 0.3558
H 0.3495 -2.0828 3.5565 0.5673
H 0.2069 0.2548 3.0057 -0.7622
H -3.0352 -4.2559 5.5348 0.3329
```

## Properties
* frontier orbital gap: 0.2516 hartree
* E: -149053.98739 eV
* total charge: -1
* HOMO level: -0.253 hartree
* energy relative to the best compared isomer or geometry (same formula, charge and spin): 0.0 kJ/mol

DFT (ωB97M-V/def2-TZVPD) results for the ion C4H6F3O3S with charge -1.

```
17
Properties=species:S:1:pos:R:3:mulliken_charge:R:1
C -0.6320 0.1338 1.5901 -1.3303
C 0.7065 -0.0485 -1.9845 -0.6911
C -1.2685 0.9114 0.4440 0.7725
C -0.2032 1.5607 -0.4075 0.6776
O -1.5257 -1.3468 -0.7195 -0.7096
O -3.6591 -0.4409 0.1418 -0.5817
O 0.8189 0.7951 -0.7883 -0.3686
F -2.0889 2.1449 1.0295 -0.4513
F -0.8354 2.2567 -1.4485 -0.3473
F 0.3084 2.6041 0.2709 -0.3382
S -2.4828 -0.1888 -0.6378 0.4658
H -1.3036 0.1632 2.3953 0.3698
H 0.2199 0.7152 1.9311 0.3191
H -0.2661 -0.7916 1.0101 0.3182
H 1.7004 -0.5537 -2.1667 0.2407
H 0.2858 0.3319 -2.8902 0.3067
H -0.0058 -0.7928 -1.6444 0.3475
```

## Properties
* frontier orbital gap: 0.2776 hartree
* E: -29375.52668 eV
* total charge: -1
* HOMO level: -0.142 hartree
* energy relative to the best compared isomer or geometry (same formula, charge and spin): 55.4 kJ/mol

DFT (ωB97M-V/def2-TZVPD) results for an isolated molecule of C2H3N3O.

```
9
Properties=species:S:1:pos:R:3:mulliken_charge:R:1
C -1.0205 -0.0219 0.0115 -0.7586
N 0.3655 0.2370 -0.2027 0.4684
C 1.4037 -1.0918 -0.1962 0.1992
N 1.8357 -2.1242 0.0177 -0.2783
N 1.0441 1.3210 -0.1091 -0.1111
O 0.4924 2.3981 0.0510 -0.4557
H -1.6712 0.7029 -0.3336 0.3350
H -1.3294 -1.0142 -0.3851 0.3053
H -1.1201 -0.4069 1.1465 0.2958
```

## Properties
* structure (SMILES): CN(C#N)N=O
* frontier orbital gap: 0.3518 hartree
* E: -8635.01014 eV
* HOMO level: -0.366 hartree
* energy relative to the best compared isomer or geometry (same formula, charge and spin): 529.2 kJ/mol

DFT (ωB97M-V/def2-TZVPD) results for a structure of composition C45H43Br2CoN6O2PS2.

```
102
Properties=species:S:1:pos:R:3:mulliken_charge:R:1
Co -0.4352 0.5847 0.8225 0.3005
C 0.9581 3.1702 -0.6494 -0.8759
O 0.2565 2.0540 -1.1896 0.8573
C -0.0307 2.0707 -2.5141 0.0308
C 0.2935 3.1114 -3.3624 -0.3606
C -0.1318 3.0594 -4.6872 -0.5815
Br 0.3132 4.5068 -5.8362 -0.2504
C -0.8645 2.0111 -5.1739 -0.6480
C -1.1555 0.9288 -4.3315 0.4208
C -0.7030 0.9337 -3.0142 0.4271
O -0.9178 -0.1394 -2.2199 -0.9901
C -1.9763 -0.1594 -4.8858 0.2552
N -2.4031 -0.1979 -6.1260 -0.7858
C -3.1749 -1.3398 -6.2043 0.4124
C -3.8831 -1.8720 -7.2816 -0.7203
C -4.5944 -3.0387 -7.0786 -0.4303
C -4.6103 -3.6782 -5.8292 -0.4440
C -3.9142 -3.1679 -4.7495 -0.9433
C -3.2002 -1.9938 -4.9625 0.5683
N -2.4268 -1.2140 -4.1382 0.3397
H 1.9505 3.2582 -1.0978 0.1846
H 0.3864 4.0904 -0.8102 0.3688
H 1.0613 2.9458 0.4098 -0.0700
H 0.8505 3.9625 -3.0033 0.5940
H -1.2173 1.9838 -6.1939 0.5798
H -0.3211 -0.1313 -1.4200 -0.2642
H -3.8664 -1.3769 -8.2438 0.4207
H -5.1529 -3.4734 -7.8981 0.3639
H -5.1819 -4.5898 -5.7084 0.3709
H -3.9243 -3.6603 -3.7855 0.4272
H -2.1526 -1.3683 -3.1809 0.0038
C -2.8237 1.4082 5.8090 -0.7066
C -1.7274 2.0157 4.9549 -0.6094
N -1.6233 1.2603 3.7292 0.3614
C -1.7409 -0.1117 3.6735 -0.5261
N -1.3036 -0.6923 2.6182 0.8689
C -1.2880 -2.1409 2.5624 -1.2645
C -2.4304 -2.7439 3.3660 -0.5637
C -2.3599 -2.1869 4.7773 -0.7345
N -2.3662 -0.7346 4.7387 0.2227
C -2.5029 -0.0610 6.0138 -0.6545
H -3.7839 1.5049 5.2962 0.2939
H -2.8897 1.9157 6.7725 0.3800
H -0.7832 2.0038 5.5196 0.3008
H -1.9472 3.0562 4.7075 0.3616
H -0.9725 1.5855 3.0186 -0.0867
H -0.3253 -2.5011 2.9458 0.2890
H -1.3146 -2.4470 1.5147 0.2849
H -2.3655 -3.8335 3.3900 0.4172
H -3.3901 -2.4704 2.9159 0.1579
H -1.4492 -2.5553 5.2709 0.2897
H -3.2135 -2.5069 5.3814 0.4246
H -1.5815 -0.1538 6.6099 0.2972
H -3.2986 -0.5616 6.5714 0.3621
C 1.2826 0.1627 1.5606 0.0319
C 1.8828 -0.1264 2.8058 1.0833
C 2.5594 -1.3403 3.1185 -0.3012
C 3.0823 -1.5818 4.3720 -0.9314
C 2.9637 -0.6441 5.4010 -0.6788
C 2.2969 0.5553 5.1274 -0.8992
C 1.7752 0.8063 3.8778 -0.0836
H 2.6268 -2.0939 2.3424 0.4637
H 3.5925 -2.5212 4.5622 0.3665
H 3.3775 -0.8394 6.3826 0.3862
H 2.1929 1.3024 5.9096 0.3950
H 1.2744 1.7490 3.6724 0.3166
Br -5.7100 -1.2662 0.3799 -0.2032
C -4.5947 0.2583 0.4525 -0.5132
C -5.1382 1.5323 0.4936 -0.0858
C -4.2611 2.6027 0.5355 -1.0160
C -2.8984 2.3563 0.5391 -0.2824
N -2.3848 1.1256 0.5148 0.3420
C -3.2265 0.0848 0.4648 -0.3209
H -6.2097 1.6763 0.4881 0.4518
H -4.6227 3.6211 0.5587 0.4278
H -2.1832 3.1684 0.5602 0.3977
H -2.7820 -0.9004 0.4383 0.6294
S 4.3614 2.1646 -2.0537 -0.5501
P 4.0347 0.7215 -0.7543 1.2483
S 1.2008 -1.0009 0.2336 -0.6599
C 5.1236 0.8605 0.6933 0.0800
C 4.6978 1.6043 1.7860 -0.1875
C 5.5297 1.7633 2.8849 -0.4190
C 6.7874 1.1810 2.8922 -0.5109
C 7.2193 0.4419 1.7980 -0.6150
C 6.3904 0.2802 0.6998 -0.2921
C 4.3841 -0.9198 -1.4348 0.1192
C 4.4117 -2.0143 -0.5706 -0.2694
C 4.6324 -3.2865 -1.0696 -0.6450
C 4.8086 -3.4786 -2.4346 -0.4667
C 4.7689 -2.3932 -3.2970 -0.5099
C 4.5582 -1.1146 -2.7997 -0.6355
H 3.7057 2.0347 1.7851 0.1999
H 5.1773 2.3172 3.7445 0.3765
H 7.4312 1.2930 3.7563 0.3611
H 8.2025 -0.0132 1.8020 0.3794
H 6.7221 -0.3015 -0.1516 0.4454
H 4.2530 -1.8663 0.4892 0.3689
H 4.6479 -4.1321 -0.3933 0.3970
H 4.9715 -4.4758 -2.8253 0.3681
H 4.9021 -2.5397 -4.3620 0.3907
H 4.5275 -0.2600 -3.4640 0.3232
```

## Properties
* frontier orbital gap (spin up / spin down): 0.1503 / 0.1724 hartree
* E: -269070.98447 eV
* total charge: -1
* HOMO level (spin up / spin down): -0.076 / -0.124 hartree
* energy relative to the best compared isomer or geometry (same formula, charge and spin): 135.7 kJ/mol
* spin multiplicity: 5

Which of these has the lowest energy relative to the best compared isomer or geometry (same formula, charge and spin)? C56H56N2O38P

Among the records above, which one has the highest E? C2H3N3O

Look up the energy relative to the best compared isomer or geometry (same formula, charge and spin) of the fourth one. 135.7 kJ/mol